(1)
Here is 3 unconnected molecules or ions with the total composition C38H76BN6O6S3 in a non-equilibrium geometry from the OMol25 dataset. Energies are from wB97M-V/def2-TZVPD.

Its orbital gap is 0.26456 hartree. For the calculated total energy, the calculation gives -95038.1849 eV.

Geometry as ORCA input:
```
! wB97M-V def2-TZVPD RIJCOSX def2/J DEFGRID3
* xyz 1 1
C 0.15798 -2.83929 1.32155
N -0.24951 -1.37317 1.33654
C 0.84111 -0.65815 2.09056
C 0.45886 0.86136 2.11209
C 1.59981 1.79960 2.65459
C 2.38319 2.59666 1.54347
C 2.74072 1.77082 0.26149
C 3.76478 0.58631 0.49531
C 3.51898 -0.45038 -0.68137
C 3.92171 -1.92910 -0.31899
C 4.00491 -2.73455 -1.69133
S 2.73820 -4.05499 -1.84108
C 1.14406 -3.27297 -2.13604
N 0.00972 -3.90327 -1.81130
N -1.07855 -3.11894 -2.09684
C -0.52319 -2.00155 -2.58711
O 0.83629 -2.02452 -2.66524
C -0.93944 1.06299 2.86200
B -0.83565 0.85966 4.45473
O -0.01016 -0.06025 5.10099
O -1.62829 1.71411 5.28039
C -2.11105 0.18536 2.19605
C -2.47585 0.70682 0.74784
C -2.99081 2.20643 0.76522
C -3.37550 2.61539 -0.71575
S -2.96382 4.39105 -1.05396
C -1.17527 4.67558 -0.74869
S -0.79242 5.46175 0.66623
N -0.15904 4.25716 -1.68658
C -0.73261 4.49183 -3.05057
C 0.32279 4.43953 -4.21302
O 1.38428 5.33841 -3.88890
C 2.02931 4.77715 -2.74895
C 1.09951 5.01081 -1.48193
C -3.37391 0.05310 3.13978
C -4.65581 -0.52451 2.38576
O -5.44275 0.49889 1.73607
C -6.03581 -0.15872 0.64437
O -5.74291 0.07524 -0.49122
C -1.56715 -1.30842 2.02092
H -0.72640 -3.51085 1.25340
H 0.68267 -3.10451 2.27935
H 0.89784 -2.96057 0.49737
H -0.31298 -0.99059 0.38646
H 1.77792 -0.85125 1.49531
H 1.01881 -1.10949 3.09549
H 0.27210 1.15842 1.04335
H 2.34506 1.14171 3.18360
H 1.25371 2.55187 3.41404
H 1.71029 3.44126 1.20939
H 3.29938 3.11137 1.94601
H 1.83078 1.41656 -0.29919
H 3.24959 2.48712 -0.44684
H 4.79189 1.00147 0.33706
H 3.67613 0.10726 1.50098
H 4.05239 -0.09022 -1.59737
H 2.42445 -0.48730 -0.96398
H 3.06433 -2.38731 0.24320
H 4.88753 -2.00176 0.24785
H 5.01722 -3.18365 -1.87133
H 3.83277 -2.01688 -2.53552
H -1.20161 -1.16766 -2.88050
H -1.18166 2.15348 2.70215
H 0.05424 0.23296 6.03186
H -1.33384 2.61828 5.05971
H -1.56474 0.73269 0.07755
H -3.19666 0.02229 0.21572
H -2.16438 2.91438 1.05754
H -3.81435 2.37577 1.49651
H -2.79934 1.92874 -1.40074
H -4.46068 2.43242 -0.93249
H -1.45822 3.65118 -3.23921
H -1.29686 5.46536 -3.10534
H -0.22036 4.73318 -5.15075
H 0.67938 3.37381 -4.29187
H 2.21983 3.67029 -2.85927
H 3.01899 5.25914 -2.56802
H 0.95980 6.11853 -1.40307
H 1.64239 4.64039 -0.57145
H -3.68851 1.04985 3.54618
H -3.20675 -0.67482 3.98369
H -4.35599 -1.36450 1.69676
H -5.28514 -1.00588 3.18428
H -6.79003 -0.98392 0.79317
H -2.29480 -1.86100 1.36131
H -1.59034 -1.84395 3.00681
C -3.80469 1.56704 -4.75076
C -4.98172 1.67799 -5.70655
N -5.54752 0.39080 -6.06163
C -6.45847 0.44676 -7.19799
C -7.74479 1.25926 -7.04112
C -5.97911 -0.43905 -4.94490
C -7.00970 0.14855 -3.97515
H -3.04239 0.88688 -5.13959
H -3.34199 2.54837 -4.61734
H -4.11533 1.21556 -3.76336
H -4.61467 2.16565 -6.61516
H -5.73314 2.35296 -5.27322
H -6.71897 -0.57222 -7.50023
H -5.90434 0.85562 -8.05034
H -8.46860 0.75145 -6.40370
H -8.21834 1.38642 -8.01782
H -7.55979 2.25634 -6.63820
H -5.09304 -0.71756 -4.36417
H -6.35779 -1.39091 -5.32795
H -6.75581 1.16204 -3.65761
H -7.05545 -0.46872 -3.07381
H -8.01115 0.15761 -4.40386
C 4.21120 -3.00644 3.79527
C 5.47694 -3.74400 3.37809
N 6.68351 -3.19849 3.97309
C 7.90848 -3.68364 3.34902
C 8.22030 -5.17704 3.45632
C 6.70526 -3.12721 5.42836
C 6.48869 -4.42489 6.21010
H 4.30089 -1.93271 3.60813
H 3.35856 -3.37765 3.21888
H 3.98024 -3.15718 4.85157
H 5.55430 -3.65771 2.28868
H 5.35605 -4.81383 3.59806
H 8.75902 -3.11636 3.73864
H 7.86652 -3.42449 2.28450
H 8.54664 -5.45069 4.45931
H 9.03908 -5.42933 2.77786
H 7.36775 -5.80040 3.18153
H 5.93963 -2.41165 5.74609
H 7.64608 -2.67401 5.75242
H 5.63479 -4.99737 5.84171
H 6.28979 -4.18885 7.25892
H 7.37048 -5.06381 6.19164
*
```

(2)
Here is 2 unconnected molecules or ions with the total composition C6H8O2 from the OMol25 dataset. Energies are from wB97M-V/def2-TZVPD.

Its orbital gap is 0.35486 hartree. For the calculated total energy, the calculation gives -10446.6129 eV. Its SMILES is Oc1ccccc1.O. Its energy above the lowest of the compared OMol25 structures with the same formula, charge and spin is 0.113 eV.

Geometry as ORCA input:
```
! wB97M-V def2-TZVPD RIJCOSX def2/J DEFGRID3
* xyz 0 1
O -0.46392 -2.06171 -0.16959
C -0.55789 -0.71498 0.07845
C -0.43988 0.12556 -1.01858
C -0.45673 1.49157 -0.83255
C -0.67169 2.02442 0.43740
C -0.78155 1.17024 1.52365
C -0.71121 -0.20593 1.35809
H -0.63891 -2.52155 0.65888
H -0.26392 -0.31736 -1.98561
H -0.32312 2.20504 -1.63840
H -0.69128 3.09823 0.58854
H -0.84285 1.55782 2.53550
H -0.74385 -0.88258 2.19880
O 2.83161 -1.55531 -0.99150
H 2.86465 -2.06560 -1.80811
H 1.89056 -1.34785 -0.93497
*
```

(3)
Here is a molecular structure, C15H13N6O6RhS in a non-equilibrium geometry from the OMol25 dataset. Energies are from wB97M-V/def2-TZVPD.

Its orbital gap (spin up / spin down) is 0.26516 / 0.25652 hartree. For the calculated total energy, the calculation gives -50827.8442 eV. Its energy above the lowest of the compared OMol25 structures with the same formula, charge and spin is 2.814 eV.

Geometry as ORCA input:
```
! wB97M-V def2-TZVPD RIJCOSX def2/J DEFGRID3
* xyz 0 1
Rh -0.45051 -0.34923 1.04142
N -4.78662 -1.20638 1.40335
C -3.53402 -0.69988 1.39141
S -2.34910 -1.54350 0.48234
N -3.28906 0.35489 2.09123
N -1.99479 0.75905 1.94175
C -1.72286 1.87414 2.50979
C -0.48980 2.54794 2.18767
C -0.00929 3.61851 2.92964
C 1.15213 4.23828 2.50407
C 1.78615 3.76385 1.36796
C 1.23836 2.67996 0.70172
N 0.10982 2.09393 1.08623
H -5.04752 -1.88429 0.71055
H -5.50988 -0.62399 1.78837
H -2.47851 2.35311 3.12049
H -0.53177 3.94595 3.81779
H 1.55906 5.07576 3.05455
H 2.69604 4.21455 0.99950
H 1.72542 2.27384 -0.17511
O 3.60467 0.09100 0.10434
C 2.41608 -0.16756 0.11202
O 1.62580 -0.06049 1.13118
C 1.78045 -0.70354 -1.16160
C 2.48048 -1.63096 -1.92355
C 1.85908 -2.21315 -3.01035
C 0.57364 -1.89946 -3.41323
C -0.07233 -0.93849 -2.66629
C 0.49546 -0.33891 -1.55417
N -1.42336 -0.50636 -3.07637
O -1.98621 -1.17573 -3.91863
O -1.88216 0.48342 -2.53969
N 2.59924 -3.23126 -3.78970
O 2.02406 -3.73983 -4.73016
O 3.72699 -3.49770 -3.43335
H 3.49230 -1.89778 -1.65446
H 0.11160 -2.37099 -4.26552
H -0.05194 0.46659 -1.07669
C 0.05594 -2.30678 1.41219
H 1.13828 -2.28812 1.32491
H -0.39851 -3.03139 0.74205
H -0.24279 -2.52899 2.43238
*
```

(4)
Here is a single C30H30N4O4 molecule from the OMol25 dataset. Energies are from wB97M-V/def2-TZVPD.

Its orbital gap is 0.29489 hartree. For the calculated total energy, the calculation gives -45746.3331 eV. Its SMILES is COc1ccc(C(c2c(C)n(C)n(-c3ccccc3)c2=O)c2c(C)n(C)n(-c3ccccc3)c2=O)cc1O. Its energy above the lowest of the compared OMol25 structures with the same formula, charge and spin is 2.552 eV.

Geometry as ORCA input:
```
! wB97M-V def2-TZVPD RIJCOSX def2/J DEFGRID3
* xyz 0 1
C -4.07397 4.42965 2.17473
O -3.14752 3.89861 3.08650
C -2.34182 2.86213 2.65321
C -2.45653 2.19937 1.44473
C -1.58315 1.17227 1.13072
C -0.58147 0.79997 2.01046
C 0.38444 -0.30825 1.65683
C 1.47472 0.18117 0.74436
C 2.57676 -0.52794 0.37161
C 3.03136 -1.87192 0.81402
N 3.28983 0.16224 -0.56718
C 4.71798 0.04756 -0.72020
N 2.69231 1.40874 -0.69762
C 2.93836 2.21768 -1.81060
C 3.29664 1.66186 -3.03723
C 3.54609 2.48658 -4.11791
C 3.42319 3.86052 -3.99365
C 3.03770 4.40880 -2.78134
C 2.80280 3.59772 -1.68712
C 1.51192 1.45459 0.06236
O 0.77054 2.41935 0.07870
C -0.36501 -1.46938 1.05173
C -1.33696 -2.18738 1.67798
C -1.82997 -2.08262 3.07616
N -1.89987 -3.09657 0.81383
C -2.35419 -4.39341 1.25927
N -1.16617 -3.02761 -0.36752
C -1.66174 -3.57142 -1.55710
C -0.76795 -3.96953 -2.54703
C -1.24767 -4.50042 -3.72948
C -2.60939 -4.65614 -3.92945
C -3.49806 -4.25231 -2.94726
C -3.03297 -3.70238 -1.76750
C -0.23297 -1.98302 -0.29714
O 0.48231 -1.66784 -1.22974
C -0.46952 1.45866 3.22696
C -1.33855 2.48291 3.55618
O -1.22106 3.11412 4.75850
H -3.58037 4.77584 1.26171
H -4.53712 5.27579 2.68102
H -4.84619 3.69768 1.91558
H -3.21513 2.48053 0.73189
H -1.66893 0.67691 0.17643
H 0.85583 -0.65774 2.58814
H 2.34557 -2.26955 1.55554
H 3.05270 -2.55078 -0.03692
H 4.03149 -1.82339 1.24486
H 4.96031 -0.95180 -1.08044
H 5.05910 0.77782 -1.45107
H 5.24480 0.22635 0.22432
H 3.34914 0.58871 -3.14441
H 3.82550 2.05143 -5.06655
H 3.61621 4.49992 -4.84222
H 2.92622 5.47863 -2.68439
H 2.49276 4.01342 -0.74293
H -1.46755 -1.16292 3.52474
H -2.91804 -2.07248 3.09439
H -1.48571 -2.92860 3.67241
H -2.68822 -4.97136 0.40006
H -1.56045 -4.94996 1.76981
H -3.19100 -4.25946 1.94254
H 0.28894 -3.83734 -2.38720
H -0.55170 -4.80254 -4.49776
H -2.97814 -5.08102 -4.85085
H -4.56201 -4.35402 -3.10366
H -3.72825 -3.35354 -1.01807
H 0.30485 1.20049 3.93361
H -1.88128 3.82006 4.77800
*
```

(5)
Here is a single C11H23N molecule in a non-equilibrium geometry from the OMol25 dataset. Energies are from wB97M-V/def2-TZVPD.

Its orbital gap is 0.30951 hartree. For the calculated total energy, the calculation gives -13270.1461 eV. Its SMILES is CCCN1C(C)(C)CCC1(C)C. Its energy above the lowest of the compared OMol25 structures with the same formula, charge and spin is 0.103 eV.

Geometry as ORCA input:
```
! wB97M-V def2-TZVPD RIJCOSX def2/J DEFGRID3
* xyz 0 1
C 1.73277 3.08310 -1.27423
C 1.09463 2.10740 -0.30731
C 0.14042 1.11525 -0.99902
N -0.12266 -0.03214 -0.13531
C -0.95165 -0.00848 1.08095
C -0.23437 0.73512 2.22208
C -2.32433 0.55441 0.83628
C -1.15511 -1.52239 1.41961
C -0.03940 -2.22499 0.75549
C 0.23298 -1.42603 -0.51107
C 1.68387 -1.62413 -0.90504
C -0.70028 -1.87840 -1.63328
H 2.36219 2.54598 -1.99053
H 2.40582 3.75174 -0.72170
H 0.99382 3.68489 -1.73504
H 1.91610 1.55099 0.17488
H 0.55912 2.67286 0.46092
H -0.76852 1.58333 -1.35365
H 0.64920 0.74346 -1.87408
H -0.37069 1.81698 2.13006
H -0.65585 0.42267 3.16217
H 0.83542 0.49824 2.24669
H -2.27204 1.63062 0.61137
H -2.95437 0.37316 1.72361
H -2.78769 0.03068 -0.02946
H -1.16398 -1.71915 2.47112
H -2.07648 -1.95315 1.00322
H -0.27663 -3.26817 0.56412
H 0.84737 -2.21423 1.38506
H 1.91496 -1.15345 -1.87787
H 2.32177 -1.23346 -0.12085
H 1.93055 -2.66333 -0.95838
H -1.76029 -1.84048 -1.33327
H -0.38256 -2.88692 -1.93632
H -0.62410 -1.25201 -2.55124
*
```

> Which value of calculated total energy does entry 5 give?

-13270.1461 eV

What did the second record say?
Here is 2 unconnected molecules or ions with the total composition C6H8O2 from the OMol25 dataset. Energies are from wB97M-V/def2-TZVPD.

Its orbital gap is 0.35486 hartree. For the calculated total energy, the calculation gives -10446.6129 eV. Its SMILES is Oc1ccccc1.O. Its energy above the lowest of the compared OMol25 structures with the same formula, charge and spin is 0.113 eV.

Geometry as ORCA input:
```
! wB97M-V def2-TZVPD RIJCOSX def2/J DEFGRID3
* xyz 0 1
O -0.46392 -2.06171 -0.16959
C -0.55789 -0.71498 0.07845
C -0.43988 0.12556 -1.01858
C -0.45673 1.49157 -0.83255
C -0.67169 2.02442 0.43740
C -0.78155 1.17024 1.52365
C -0.71121 -0.20593 1.35809
H -0.63891 -2.52155 0.65888
H -0.26392 -0.31736 -1.98561
H -0.32312 2.20504 -1.63840
H -0.69128 3.09823 0.58854
H -0.84285 1.55782 2.53550
H -0.74385 -0.88258 2.19880
O 2.83161 -1.55531 -0.99150
H 2.86465 -2.06560 -1.80811
H 1.89056 -1.34785 -0.93497
*
```

Repeat the third record exactly.
Here is a molecular structure, C15H13N6O6RhS in a non-equilibrium geometry from the OMol25 dataset. Energies are from wB97M-V/def2-TZVPD.

Its orbital gap (spin up / spin down) is 0.26516 / 0.25652 hartree. For the calculated total energy, the calculation gives -50827.8442 eV. Its energy above the lowest of the compared OMol25 structures with the same formula, charge and spin is 2.814 eV.

Geometry as ORCA input:
```
! wB97M-V def2-TZVPD RIJCOSX def2/J DEFGRID3
* xyz 0 1
Rh -0.45051 -0.34923 1.04142
N -4.78662 -1.20638 1.40335
C -3.53402 -0.69988 1.39141
S -2.34910 -1.54350 0.48234
N -3.28906 0.35489 2.09123
N -1.99479 0.75905 1.94175
C -1.72286 1.87414 2.50979
C -0.48980 2.54794 2.18767
C -0.00929 3.61851 2.92964
C 1.15213 4.23828 2.50407
C 1.78615 3.76385 1.36796
C 1.23836 2.67996 0.70172
N 0.10982 2.09393 1.08623
H -5.04752 -1.88429 0.71055
H -5.50988 -0.62399 1.78837
H -2.47851 2.35311 3.12049
H -0.53177 3.94595 3.81779
H 1.55906 5.07576 3.05455
H 2.69604 4.21455 0.99950
H 1.72542 2.27384 -0.17511
O 3.60467 0.09100 0.10434
C 2.41608 -0.16756 0.11202
O 1.62580 -0.06049 1.13118
C 1.78045 -0.70354 -1.16160
C 2.48048 -1.63096 -1.92355
C 1.85908 -2.21315 -3.01035
C 0.57364 -1.89946 -3.41323
C -0.07233 -0.93849 -2.66629
C 0.49546 -0.33891 -1.55417
N -1.42336 -0.50636 -3.07637
O -1.98621 -1.17573 -3.91863
O -1.88216 0.48342 -2.53969
N 2.59924 -3.23126 -3.78970
O 2.02406 -3.73983 -4.73016
O 3.72699 -3.49770 -3.43335
H 3.49230 -1.89778 -1.65446
H 0.11160 -2.37099 -4.26552
H -0.05194 0.46659 -1.07669
C 0.05594 -2.30678 1.41219
H 1.13828 -2.28812 1.32491
H -0.39851 -3.03139 0.74205
H -0.24279 -2.52899 2.43238
*
```